1.
Here is a 2-piece molecular cluster, C2Br2F2S overall at a distorted geometry from the OMol25 dataset. Energies are from ωB97M-V/def2-TZVPD.

Geometry as XYZ:
```
7
Properties=species:S:1:pos:R:3:lowdin_charge:R:1
C -1.395 -0.279 0.639 -1.281
C 0.984 0.231 -0.353 -0.755
F 1.062 1.566 -0.259 0.002
F 1.907 -0.462 0.391 -0.043
S -1.977 -1.285 -0.375 0.693
Br -1.807 0.637 2.155 0.725
Br 1.225 -0.408 -2.197 0.658
```

Output
- frontier orbital gap (spin up / spin down) (eV) = 7.341 / 8.090
- multiplicity = 1
- energy above the lowest of the compared OMol25 structures with the same formula, charge and spin (kJ/mol) = 203.91
- strongest force on any atom (eV/Å) = 2.0
- highest occupied orbital energy (spin up / spin down) (eV) = -8.24 / -9.07



2.
Here is C32H49N7O7STi as an isolated structure from the OMol25 dataset. Energies are from ωB97M-V/def2-TZVPD.

Geometry as XYZ:
```
97
Properties=species:S:1:pos:R:3:lowdin_charge:R:1
Ti 0.026 0.164 -1.156 1.149
C -1.371 0.389 -4.736 -0.033
C -2.179 -0.359 -3.681 -0.319
C -3.252 0.508 -3.032 -0.096
C -2.867 1.819 -2.334 -0.534
C -2.747 2.986 -3.317 -0.028
C -3.987 2.135 -1.342 -0.030
N -1.570 1.722 -1.578 0.050
C 0.664 1.976 -0.238 -0.166
C 1.884 1.419 0.430 -0.208
N 2.266 0.228 -0.380 -0.157
C 3.093 0.613 -1.527 -0.076
C 2.285 0.950 -2.763 -0.541
O 2.744 1.506 -3.721 0.128
O 1.027 0.497 -2.716 -0.180
C 2.909 -0.807 0.534 -0.277
C 4.232 -1.379 0.051 -0.044
C 1.851 -1.822 0.938 -0.086
C 1.314 -2.803 -0.108 -0.502
C 2.324 -3.893 -0.491 -0.015
C 0.094 -3.480 0.517 -0.016
N 0.945 -1.996 -1.326 -0.011
C 0.432 -2.813 -2.445 -0.158
C -0.390 -1.961 -3.389 -0.157
N -1.331 -1.070 -2.664 -0.144
C -2.216 -1.861 -1.776 -0.064
C -2.369 -1.231 -0.400 -0.587
O -3.376 -1.353 0.255 0.098
O -1.294 -0.586 -0.006 -0.148
H -2.062 0.957 -5.358 0.093
H -0.833 -0.287 -5.396 0.084
H -0.644 1.070 -4.298 0.070
H -2.730 -1.157 -4.202 0.148
H -3.825 -0.095 -2.326 0.109
H -3.962 0.763 -3.823 0.136
H -3.668 3.095 -3.890 0.096
H -1.924 2.855 -4.017 0.075
H -2.585 3.916 -2.769 0.093
H -4.941 2.186 -1.869 0.100
H -3.817 3.094 -0.849 0.087
H -4.065 1.357 -0.581 0.078
H -1.761 1.949 -0.596 0.048
H -0.978 2.480 -1.904 0.084
H -0.072 2.362 0.465 0.046
H 0.871 2.723 -1.010 0.080
H 1.621 1.056 1.423 0.091
H 2.737 2.099 0.546 0.140
H 3.731 -0.217 -1.826 0.123
H 3.763 1.444 -1.294 0.154
H 3.164 -0.271 1.450 0.116
H 4.183 -1.915 -0.900 0.065
H 4.596 -2.055 0.826 0.074
H 4.986 -0.596 -0.016 0.091
H 0.995 -1.266 1.350 0.114
H 2.251 -2.402 1.771 0.128
H 2.858 -4.235 0.395 0.106
H 3.069 -3.541 -1.202 0.075
H 1.819 -4.755 -0.932 0.086
H 0.425 -3.984 1.426 0.106
H -0.344 -4.250 -0.120 0.082
H -0.668 -2.758 0.803 0.076
H 1.827 -1.611 -1.653 0.102
H -0.156 -3.632 -2.040 0.101
H 1.247 -3.278 -3.005 0.138
H -0.943 -2.608 -4.083 0.145
H 0.273 -1.328 -3.970 0.106
H -1.792 -2.845 -1.591 0.119
H -3.198 -2.026 -2.218 0.139
N -0.335 0.226 3.628 0.100
C 1.007 0.029 3.970 -0.350
C 1.939 1.055 3.840 -0.064
C 3.294 0.757 3.806 -0.071
C 3.730 -0.554 3.936 -0.281
C 2.809 -1.540 4.263 -0.070
C 1.455 -1.255 4.278 -0.051
S 5.395 -1.025 3.463 0.418
O 5.714 -0.049 2.424 -0.361
O 5.191 -2.378 2.937 -0.376
O 6.218 -0.962 4.648 -0.335
H -0.701 1.164 3.700 0.072
H -0.996 -0.424 4.027 0.087
H 1.596 2.071 3.669 0.110
H 4.023 1.528 3.590 0.119
H 3.162 -2.553 4.404 0.117
H 0.730 -2.046 4.441 0.110
N -5.846 3.641 5.318 0.177
C -5.078 3.374 4.508 -0.165
C -4.119 3.041 3.488 -0.215
C -3.321 4.030 2.924 -0.002
C -2.425 3.654 1.937 -0.122
N -2.291 2.401 1.504 0.059
C -3.058 1.458 2.056 -0.127
C -3.985 1.728 3.051 0.012
H -3.397 5.059 3.245 0.123
H -1.782 4.395 1.475 0.116
H -2.929 0.449 1.683 0.088
H -4.589 0.937 3.470 0.127
```

Output
- frontier orbital gap (eV) = 6.546
- multiplicity = 1
- energy above the lowest of the compared OMol25 structures with the same formula, charge and spin (kJ/mol) = 7.71
- strongest force on any atom (eV/Å) = 0.8
- highest occupied orbital energy (eV) = -7.59